(1)
DFT (ωB97M-V/def2-TZVPD) results for a gas-phase ion, C3H8N5 (charge +1) at a distorted geometry.

Results
- Expectation value of S²: 2.015
- Net charge: +1
- Energy relative to the best compared isomer or geometry (same formula, charge and spin): 275.6 kJ/mol
- Multiplicity: 3

The geometry in XYZ format:
```
16
Properties=species:S:1:pos:R:3:forces:R:3
C 1.631 -0.936 0.330 -0.31 -3.27 0.53
C -1.497 -0.755 0.072 3.09 -0.18 -1.40
C 0.298 0.620 -0.724 -0.32 -1.41 0.19
N -2.167 -1.698 -0.094 -4.21 -3.26 0.57
N 0.921 -1.897 -0.142 0.28 1.54 -0.29
N -1.026 0.404 -0.061 -0.72 0.85 1.53
N 1.405 0.348 0.077 -0.96 1.92 -0.31
N -1.957 1.384 0.402 1.07 2.04 -1.06
H 2.327 -1.124 1.089 1.58 -0.10 0.88
H 0.327 -0.255 -1.414 -0.73 0.92 -0.62
H 0.265 1.619 -1.041 0.26 1.18 -1.05
H -2.520 -2.630 -0.059 0.45 -0.23 -0.22
H 1.160 -2.814 0.212 0.31 0.08 0.08
H 2.019 1.123 0.173 0.92 -0.08 0.71
H -1.472 2.234 0.708 -0.15 0.09 -0.24
H -2.563 1.590 -0.404 -0.56 -0.08 0.66
```
Positions in Å, forces in eV/Å.


(2)
DFT (ωB97M-V/def2-TZVPD) results for 2 unconnected molecules or ions with the total composition C3H8NO at a distorted geometry.

Results
- Net charge: -1
- Energy relative to the best compared isomer or geometry (same formula, charge and spin): 229.3 kJ/mol

The geometry in XYZ format:
```
13
Properties=species:S:1:pos:R:3:forces:R:3
C -2.355 -0.016 0.479 1.22 1.20 -1.57
O -1.535 0.863 1.167 -0.61 -1.65 0.65
H -2.083 0.239 -0.616 -0.74 -1.19 0.39
H -2.408 -1.200 0.575 0.89 1.39 0.31
H -3.417 0.222 0.543 -0.78 0.21 0.19
C 1.646 -0.267 -1.228 0.95 -0.33 -1.31
C 1.387 0.386 0.973 -0.14 -2.71 0.56
N 2.256 0.191 0.043 -0.78 1.50 0.14
H 0.810 0.380 -1.469 -0.42 -0.14 0.16
H 1.303 -1.335 -1.238 0.31 0.82 0.17
H 2.341 -0.101 -2.151 -0.68 -0.51 1.84
H 1.645 0.879 1.982 -0.18 -0.69 -1.74
H 0.410 -0.243 0.939 0.95 2.08 0.19
```
Positions in Å, forces in eV/Å.


(3)
DFT (ωB97M-V/def2-TZVPD) results for 2 unconnected molecules or ions with the total composition C3H8NO at a distorted geometry.

Results
- Net charge: -1
- Energy relative to the best compared isomer or geometry (same formula, charge and spin): 85.7 kJ/mol

The geometry in XYZ format:
```
13
Properties=species:S:1:pos:R:3:forces:R:3
C 1.827 -0.400 -1.428 -0.17 -0.23 0.35
O 0.862 0.579 -1.257 -0.21 0.54 -0.27
H 2.804 0.051 -1.614 0.17 -0.05 -0.59
H 1.500 -1.106 -2.202 0.37 0.20 -0.34
H 2.003 -1.031 -0.564 -0.27 -0.09 0.66
C -1.965 -0.393 0.193 0.56 0.63 1.04
C -1.117 -0.202 1.267 -0.21 -0.56 0.56
N -0.038 0.567 1.394 0.09 0.42 -0.61
H -1.973 0.382 -0.559 0.07 -0.50 -0.68
H -2.420 -1.367 0.142 -0.74 0.18 -0.22
H -1.382 -0.750 2.194 0.15 -0.60 -0.36
H 0.411 0.347 2.274 -0.05 0.30 0.09
H 0.533 0.651 -0.322 0.25 -0.23 0.38
```
Positions in Å, forces in eV/Å.


(4)
DFT (ωB97M-V/def2-TZVPD) results for 2 unconnected molecules or ions with the total composition C3H8NO at a distorted geometry.

Results
- Net charge: -1
- Energy relative to the best compared isomer or geometry (same formula, charge and spin): 85.3 kJ/mol

The geometry in XYZ format:
```
13
Properties=species:S:1:pos:R:3:forces:R:3
C -1.796 0.899 -1.713 -0.21 0.45 -1.07
O -0.445 0.742 -1.575 0.84 -0.29 0.05
H -2.398 0.468 -0.901 -0.06 -0.19 -0.03
H -2.120 1.965 -1.818 0.34 -0.15 0.47
H -2.118 0.511 -2.709 -0.32 -0.41 0.44
C 2.032 -0.315 1.730 -1.10 -0.56 0.09
C 0.786 -0.866 1.509 0.85 1.39 -0.15
N -0.027 -0.613 0.457 -0.27 -1.09 1.38
H 2.262 0.592 1.192 0.58 -0.14 -0.20
H 2.553 -0.626 2.626 0.19 0.30 -0.02
H 0.374 -1.424 2.360 0.01 -0.48 -0.31
H -0.938 -0.911 0.791 -0.24 -0.06 -0.63
H -0.122 0.002 -0.775 -0.60 1.23 -0.02
```
Positions in Å, forces in eV/Å.


(5)
DFT (ωB97M-V/def2-TZVPD) results for 2 unconnected molecules or ions with the total composition C3H8NO at a distorted geometry.

Results
- Net charge: -1
- Energy relative to the best compared isomer or geometry (same formula, charge and spin): 255.7 kJ/mol

The geometry in XYZ format:
```
13
Properties=species:S:1:pos:R:3:forces:R:3
C 0.557 1.806 -1.530 -0.96 2.04 -1.25
O -0.779 1.250 -1.568 2.34 0.49 -0.19
H 0.928 1.973 -2.586 -0.09 -0.56 0.80
H 0.452 2.859 -1.173 0.02 -0.45 0.00
H 1.389 1.418 -0.918 -0.87 -0.84 -0.11
C 0.590 -1.607 1.670 0.74 0.07 0.54
C -0.501 -0.909 1.341 -2.10 -0.92 0.67
N -0.960 -0.748 0.099 -0.93 -2.22 -2.13
H 0.869 -2.503 1.189 0.73 -0.25 -1.87
H 1.126 -1.543 2.562 0.15 0.23 2.14
H -1.351 -0.790 2.084 1.19 1.00 0.73
H -1.620 -1.574 -0.058 0.32 1.81 -0.06
H -0.701 0.370 -1.112 -0.52 -0.41 0.73
```
Positions in Å, forces in eV/Å.


(6)
DFT (ωB97M-V/def2-TZVPD) results for 2 unconnected molecules or ions with the total composition C3H8NO at a distorted geometry.

Results
- Net charge: -1
- Energy relative to the best compared isomer or geometry (same formula, charge and spin): 102.0 kJ/mol

The geometry in XYZ format:
```
13
Properties=species:S:1:pos:R:3:forces:R:3
C 1.936 1.238 -0.911 -1.15 -0.81 -0.79
O 0.571 1.463 -1.154 -0.06 -0.08 -0.27
H 2.182 1.577 0.092 0.63 0.32 0.03
H 2.488 1.667 -1.749 0.55 0.56 0.41
H 2.152 0.165 -0.987 0.09 -0.13 0.32
C -2.126 -1.076 1.430 -0.80 -0.08 -0.06
C -1.012 -0.724 0.764 0.19 0.48 0.45
N -0.732 -0.823 -0.573 -0.26 -0.41 -0.36
H -2.986 -1.555 0.964 0.27 -0.01 -0.32
H -2.311 -0.824 2.467 0.40 0.15 0.19
H -0.276 -0.190 1.413 0.04 -0.23 -0.01
H 0.037 -1.479 -0.669 0.35 0.03 -0.14
H 0.077 0.562 -1.087 -0.24 0.22 0.55
```
Positions in Å, forces in eV/Å.


(7)
DFT (ωB97M-V/def2-TZVPD) results for 3 unconnected molecules or ions with the total composition C3H8NO at a distorted geometry.

Results
- Net charge: +1
- Energy relative to the best compared isomer or geometry (same formula, charge and spin): 1194.6 kJ/mol

The geometry in XYZ format:
```
13
Properties=species:S:1:pos:R:3:forces:R:3
C -0.134 -0.033 -0.226 0.81 -2.43 -0.71
C 0.925 0.571 -0.810 0.56 -0.59 -0.54
C -1.155 0.584 -0.928 -0.09 0.06 0.18
O -1.234 -1.883 -0.526 0.33 1.24 0.32
N 1.147 0.424 1.736 0.01 0.49 0.44
H -0.069 -0.927 0.540 -0.82 0.15 0.04
H 1.807 0.397 2.528 -0.06 -1.10 0.08
H 1.437 0.307 -1.752 -0.78 0.48 0.17
H -1.348 0.250 -1.959 0.27 0.42 0.35
H -1.720 1.370 -0.432 -0.34 -0.14 -0.26
H 0.301 0.748 2.220 0.00 0.82 -0.10
H 1.559 0.996 0.015 -0.20 0.71 -0.08
H -1.515 -2.805 -0.405 0.32 -0.11 0.10
```
Positions in Å, forces in eV/Å.


(8)
DFT (ωB97M-V/def2-TZVPD) results for 2 unconnected molecules or ions with the total composition C3H8NO at a distorted geometry.

Results
- Net charge: +1
- Energy relative to the best compared isomer or geometry (same formula, charge and spin): 74.5 kJ/mol

The geometry in XYZ format:
```
13
Properties=species:S:1:pos:R:3:forces:R:3
C -0.777 1.129 -0.376 -0.17 -0.15 0.34
C -1.885 0.450 -0.154 0.00 -0.59 0.20
C 1.526 0.904 -0.968 0.35 -1.53 -0.54
N 0.455 0.412 -0.481 -0.33 1.29 -0.36
H -0.714 2.190 -0.518 0.12 0.27 -0.08
H -1.841 -0.624 -0.022 0.03 -0.05 0.01
H -2.872 0.872 -0.079 0.03 0.40 -0.09
H 2.285 0.173 -1.228 0.33 0.25 0.49
H 1.671 1.920 -1.285 -0.45 0.41 0.13
H 0.424 -0.560 -0.190 0.12 -0.52 0.15
H -0.208 -2.792 1.520 0.23 0.01 0.21
H 0.960 -2.056 2.248 -0.15 -0.18 0.04
O 0.480 -2.123 1.417 -0.11 0.38 -0.50
```
Positions in Å, forces in eV/Å.


(9)
DFT (ωB97M-V/def2-TZVPD) results for 2 unconnected molecules or ions with the total composition C3H8NO at a distorted geometry.

Results
- Net charge: +1
- Energy relative to the best compared isomer or geometry (same formula, charge and spin): 362.4 kJ/mol

The geometry in XYZ format:
```
13
Properties=species:S:1:pos:R:3:forces:R:3
C 0.001 -2.935 -0.102 -4.30 1.41 1.12
N -1.343 -2.581 -0.098 1.92 -2.27 1.21
H 0.684 -2.292 0.578 -1.14 -1.04 -1.57
H 0.360 -3.860 -0.641 -0.59 1.27 0.48
H -2.196 -3.261 -0.411 3.02 1.98 0.38
H -1.693 -1.822 0.588 1.07 -1.25 -1.60
C 0.531 3.002 -0.680 1.07 0.72 -0.88
C 0.567 2.421 0.509 -3.79 2.55 0.52
O 0.406 1.107 0.794 5.49 -2.83 -1.80
H 0.179 4.099 -0.816 1.27 -2.13 0.25
H 0.989 2.384 -1.488 -0.98 0.84 -0.01
H 0.156 2.935 1.352 0.17 0.89 0.55
H 1.358 0.804 0.414 -3.21 -0.15 1.34
```
Positions in Å, forces in eV/Å.


(10)
DFT (ωB97M-V/def2-TZVPD) results for 3 unconnected molecules or ions with the total composition C3H8NO at a distorted geometry.

Results
- Net charge: +1
- Energy relative to the best compared isomer or geometry (same formula, charge and spin): 276.8 kJ/mol

The geometry in XYZ format:
```
13
Properties=species:S:1:pos:R:3:forces:R:3
C -1.030 2.012 0.660 -0.98 0.07 -0.91
C -0.353 0.647 -1.281 -3.02 -0.75 -1.03
C 0.741 0.337 0.949 -0.33 2.27 -0.57
N -0.289 1.102 0.110 -0.52 0.35 2.34
O -1.767 2.812 1.062 2.24 -2.10 -0.81
H 0.331 -4.134 0.247 1.59 -3.36 -1.37
H 0.705 -4.920 -0.076 -1.59 3.37 1.37
H 0.163 -0.281 -1.450 0.90 0.09 0.44
H -1.386 0.344 -1.647 0.81 0.77 0.96
H -0.050 1.453 -1.868 0.89 0.95 -1.33
H 0.749 -0.636 0.569 -0.28 -1.57 -0.08
H 1.693 0.790 0.761 0.55 0.28 -0.15
H 0.491 0.475 1.965 -0.25 -0.38 1.14
```
Positions in Å, forces in eV/Å.